# 1
{
  "formula": "C43H52N7S2Ti",
  "method": "ωB97M-V/def2-TZVPD",
  "symbols": ["H", "H", "C", "N", "C", "H", "C", "H", "H", "H", "C", "N", "C", "H", "H", "H", "C", "H", "C", "H", "H", "H", "H", "H", "N", "S", "H", "H", "H", "S", "C", "C", "C", "H", "N", "C", "C", "C", "C", "H", "H", "C", "C", "H", "C", "N", "C", "C", "C", "C", "C", "C", "H", "C", "H", "H", "H", "C", "H", "H", "N", "C", "H", "H", "C", "C", "N", "C", "H", "C", "C", "C", "H", "H", "H", "H", "H", "H", "H", "H", "C", "H", "C", "H", "H", "H", "C", "C", "C", "C", "C", "H", "H", "H", "C", "Ti", "H", "H", "H", "H", "H", "H", "C", "C", "C"],
  "positions_angstrom": [[-2.395, -4.691, -0.004], [-4.672, 2.879, 2.378], [-1.851, 3.598, 1.043], [1.011, 0.229, 0.092], [-3.764, -0.716, 1.046], [2.347, 3.181, 2.742], [-0.661, -3.517, -0.256], [0.969, 3.572, 0.668], [6.284, -0.929, 1.365], [-1.035, 5.286, 0.280], [6.729, 3.093, -1.827], [-1.526, 1.302, 0.634], [-4.393, 3.513, 1.509], [3.682, -4.502, 0.399], [-4.729, 1.065, 1.465], [-4.395, 4.597, 1.792], [-0.867, 0.845, -3.043], [-5.623, -5.683, -0.288], [-2.828, 1.549, 0.963], [0.603, -6.626, -0.587], [7.062, 3.949, -2.332], [-6.487, 3.456, 0.786], [2.310, 5.256, -2.296], [7.386, 2.253, -2.075], [2.925, 2.105, -3.067], [-2.085, -0.159, -2.523], [1.213, 3.938, -2.116], [0.072, 4.945, 2.492], [3.608, 4.380, 2.507], [3.551, -0.311, -3.797], [-4.790, -4.171, 1.028], [-0.854, 5.573, 2.355], [3.424, -5.297, -0.257], [-6.371, -4.099, -0.472], [0.095, 1.363, -3.435], [-5.469, -4.619, -0.261], [1.989, 4.299, -2.744], [-3.091, 2.905, 1.120], [3.354, 0.450, 0.171], [5.427, 0.926, 0.101], [-2.540, 5.698, 0.954], [-4.220, -2.844, 0.912], [3.475, 2.930, 0.950], [-1.033, -6.263, -0.158], [-0.909, 2.499, 0.759], [0.038, -2.313, -0.186], [1.394, 1.480, 0.411], [-6.097, -1.380, 1.909], [5.214, -0.770, 1.374], [2.581, -4.793, -1.414], [3.371, 3.310, 2.413], [4.802, 0.019, 0.129], [-5.519, -4.154, 1.890], [0.518, 2.534, 0.577], [-0.540, 6.613, 2.210], [4.389, -5.813, -0.523], [6.726, 3.280, -0.743], [4.390, 3.686, -2.296], [-1.216, -7.293, -2.173], [-5.415, -0.257, 3.720], [-2.624, -1.280, 0.546], [2.246, -0.400, -0.099], [4.756, -1.761, 1.185], [4.523, 2.864, 0.565], [-0.756, -6.284, -2.223], [-6.116, -1.037, 3.363], [5.151, 1.452, -2.654], [1.332, -2.678, -0.608], [3.967, 2.650, 3.054], [-4.726, -1.673, 1.350], [-1.628, 5.093, 1.120], [-0.224, -5.999, -0.817], [-4.825, -4.403, -1.133], [-1.497, -5.531, -2.413], [1.578, 4.528, -3.743], [3.055, 3.736, 0.325], [-1.374, 5.527, 3.311], [-7.036, -0.644, 3.740], [2.367, -5.622, -2.141], [3.129, -4.051, -1.965], [2.375, -1.779, -0.495], [2.931, -5.978, 0.403], [1.383, -4.078, -0.902], [5.024, -0.470, -0.785], [4.908, -0.390, 2.337], [-5.827, -1.907, 4.014], [0.141, -4.581, -0.637], [-2.911, -2.573, 0.423], [-3.854, 0.631, 1.169], [3.934, 1.133, -3.143], [5.360, 2.666, -2.267], [3.390, -2.175, -0.579], [4.598, 4.706, -1.954], [-0.052, -6.176, -3.006], [-5.480, 3.371, 0.327], [-0.836, -0.364, -0.407], [-5.304, 4.185, -0.375], [-6.575, -0.529, 1.349], [-6.643, -2.321, 1.756], [1.938, 1.827, -3.249], [-5.318, 2.415, -0.170], [-3.920, -4.833, 1.328], [2.799, 1.615, 0.576], [-2.043, -3.601, -0.033], [3.123, 3.370, -2.710]],
  "mulliken_spin": [0.001, 0.000, 0.001, 0.005, -0.006, 0.000, -0.028, 0.004, 0.000, 0.000, 0.000, -0.024, 0.001, 0.000, 0.000, 0.000, 0.010, 0.000, 0.008, 0.000, 0.000, 0.000, 0.000, 0.000, 0.000, -0.016, 0.000, 0.000, 0.000, 0.000, 0.000, 0.000, 0.001, 0.000, -0.003, 0.000, 0.000, 0.005, 0.005, 0.001, 0.000, 0.001, -0.004, 0.000, -0.017, 0.047, -0.022, 0.000, -0.001, -0.001, 0.001, 0.000, 0.000, 0.025, 0.000, 0.000, 0.000, 0.001, 0.000, 0.000, 0.009, -0.039, 0.000, 0.000, 0.000, 0.000, 0.000, -0.004, 0.000, -0.003, -0.001, 0.002, 0.000, 0.000, 0.000, 0.001, 0.000, 0.000, 0.000, 0.000, -0.008, 0.000, -0.001, 0.000, 0.000, 0.000, 0.001, -0.008, -0.003, 0.000, 0.000, 0.001, 0.000, 0.000, 0.000, 1.068, 0.000, 0.000, 0.000, 0.001, 0.000, 0.000, -0.001, -0.011, -0.001],
  "de_lowest_kcal_mol": 0.0,
  "spin_multiplicity": 2,
  "gap_ev": [5.7, 5.7]
}


# 2
{
  "formula": "C43H53F3N8O3S",
  "method": "ωB97M-V/def2-TZVPD",
  "symbols": ["H", "H", "C", "N", "N", "H", "F", "H", "C", "C", "H", "C", "C", "H", "C", "O", "C", "H", "O", "H", "H", "C", "F", "N", "H", "H", "C", "C", "N", "C", "C", "C", "H", "H", "H", "C", "C", "H", "H", "C", "H", "H", "C", "C", "O", "C", "C", "H", "C", "H", "H", "H", "H", "H", "H", "C", "C", "H", "H", "H", "H", "H", "F", "H", "C", "H", "C", "C", "N", "C", "H", "C", "C", "H", "H", "C", "C", "C", "C", "H", "N", "C", "H", "C", "N", "H", "C", "H", "H", "H", "C", "C", "H", "H", "H", "S", "H", "C", "N", "H", "H", "C", "H", "H", "C", "H", "C", "H", "C", "H", "H"],
  "positions_angstrom": [[6.268, -8.074, -0.817], [0.681, 3.309, -16.158], [-0.042, -10.471, -0.535], [-5.551, -0.118, 12.850], [4.594, 7.842, 3.507], [0.634, -10.382, 0.357], [1.337, -0.596, 0.909], [3.188, -6.436, -1.733], [-6.089, 0.590, 10.237], [4.526, 5.932, -2.744], [5.565, 8.494, 5.289], [4.443, 6.782, 0.991], [2.892, 5.726, -0.478], [1.863, 5.004, -4.196], [4.571, 8.616, 2.481], [1.278, 1.084, 3.257], [-4.733, 0.756, 12.185], [4.435, 5.907, 4.248], [0.219, -0.998, 3.845], [-3.781, -11.891, -2.188], [-5.728, -0.561, 5.763], [3.071, -10.252, -1.457], [3.337, -0.525, 1.478], [-2.194, -10.947, -1.445], [4.397, 4.929, 2.082], [-1.901, 3.192, -16.245], [5.433, -7.385, -1.038], [3.168, -7.499, -1.808], [1.072, 4.086, -12.128], [1.991, -8.158, -1.915], [-0.020, 3.775, -15.476], [4.160, 6.254, -0.387], [-5.291, 1.710, 4.289], [0.988, 5.782, -10.896], [-1.830, -10.882, 0.651], [-7.035, -0.110, 10.979], [4.195, -9.486, -1.154], [2.913, 3.616, -4.039], [2.192, 2.225, -14.517], [-0.310, -10.465, -2.850], [-4.168, -1.126, 14.080], [-1.146, 1.915, -15.201], [4.494, 5.986, 2.096], [2.551, 5.206, -1.740], [2.286, -0.815, 4.719], [-6.673, -0.395, 12.307], [1.007, 4.711, -10.780], [4.473, 8.921, 0.424], [0.508, -10.251, -1.783], [-3.845, 1.129, 12.687], [2.671, 2.695, -11.922], [-7.956, -0.405, 10.494], [4.295, 9.525, 4.576], [5.109, -9.853, -0.717], [3.812, 8.106, 5.423], [-1.267, 2.976, -15.357], [-5.929, -0.108, 7.862], [0.203, 4.329, -10.195], [-5.546, -1.063, 8.233], [-1.891, 3.350, -14.561], [-3.480, -12.059, -0.461], [2.183, 5.724, 0.354], [2.102, -2.373, 2.016], [5.171, 5.944, -3.612], [-5.885, 0.218, 6.504], [1.586, 4.837, -1.931], [-3.600, -11.365, -1.330], [2.145, -0.976, 1.925], [4.261, -8.175, -1.365], [4.939, 6.453, -1.551], [-4.110, 1.750, 10.527], [2.865, 4.685, -4.106], [-4.965, 1.155, 10.903], [3.501, 5.062, -4.879], [-0.219, 4.761, -15.858], [4.611, 8.518, 4.816], [1.882, 3.099, -12.517], [-6.245, 2.427, 6.984], [4.441, 8.164, 1.220], [-5.231, 0.008, 14.932], [-6.175, 1.451, 6.105], [-1.673, -10.746, -2.663], [-5.861, -1.585, 14.323], [-5.207, -0.732, 14.119], [3.413, 5.219, -2.821], [-6.856, 0.879, 4.257], [1.879, -9.561, -1.757], [1.078, -7.628, -2.118], [-6.812, 2.606, 4.552], [3.203, -11.320, -1.316], [-1.357, -10.826, -0.361], [-6.108, 0.932, 8.784], [-2.322, -10.883, -3.539], [-0.048, -10.171, -3.906], [-0.612, 5.069, -13.159], [1.435, -0.304, 3.668], [-6.303, 3.393, 6.614], [-6.098, 2.289, 8.376], [0.677, 3.794, -14.216], [-5.956, 3.165, 8.996], [-4.239, -10.502, -1.127], [4.506, 6.548, 3.332], [-7.364, -1.002, 12.871], [5.134, -6.717, -0.151], [-6.278, 1.705, 4.669], [1.970, 4.597, -10.253], [1.662, 2.903, -13.832], [5.906, 6.909, -1.494], [0.295, 4.471, -13.178], [4.526, 9.688, 2.695], [5.740, -6.713, -1.883]],
  "mulliken_charge": [0.240, 0.300, -0.454, 0.097, 0.076, 0.422, -0.239, 0.464, 0.590, -0.069, 0.321, 0.632, -0.483, 0.369, -0.004, -0.639, -0.547, 0.433, -0.630, 0.403, 0.451, -0.690, -0.235, 0.037, 0.583, 0.363, -0.787, -0.436, 0.099, -0.485, -0.534, 0.653, 0.375, 0.396, 0.413, -0.618, 0.098, 0.353, 0.378, -0.567, 0.381, 0.333, -0.814, -0.459, -0.608, 0.018, -0.914, 0.438, 0.541, 0.451, 0.407, 0.509, 0.279, 0.395, 0.423, -1.030, -0.494, 0.315, 0.436, 0.342, 0.386, 0.500, -0.245, 0.423, -0.265, 0.445, -0.880, 0.531, 0.002, -0.675, 0.363, -0.929, -0.523, 0.355, 0.368, -0.824, -0.246, -0.173, -0.841, 0.353, 0.005, 0.006, 0.298, -0.823, 0.060, 0.380, 0.550, 0.486, 0.366, 0.456, -0.398, 0.710, 0.412, 0.370, 0.403, 1.065, 0.460, -0.701, 0.119, 0.480, 0.283, -0.111, 0.387, 0.379, -0.966, 0.334, -0.366, 0.513, -0.066, 0.357, 0.356],
  "spin_multiplicity": 1,
  "charge": 6,
  "gap_ev": 4.2
}